[1]
ORCA calculation (the ωB97M-V functional and the def2-TZVPD basis) on C17H23NO4 in the gas phase.

The geometry in ORCA input format:
```
! RIJCOSX wB97M-V def2-TZVPD def2/J DEFGRID3
* xyz 0 1
C -5.78 -1.83 -1.06
C -4.37 -1.78 -0.47
N -4.05 -0.67 0.41
C -4.29 -0.85 1.82
C -5.74 -0.83 2.29
C -4.35 0.65 -0.10
C -3.53 0.98 -1.35
O -2.15 0.69 -1.18
C -1.46 1.49 -0.37
O -1.91 2.47 0.18
C -0.07 1.05 -0.23
C 0.93 1.65 0.49
C 2.09 0.84 0.30
C 3.41 0.89 0.74
C 4.28 -0.11 0.33
C 5.70 -0.10 0.81
O 6.54 -0.79 -0.08
C 7.88 -0.81 0.32
C 3.84 -1.14 -0.51
C 2.54 -1.21 -0.97
C 1.67 -0.21 -0.55
O 0.36 -0.07 -0.87
H -5.90 -2.75 -1.62
H -5.96 -0.99 -1.73
H -6.54 -1.80 -0.28
H -3.65 -1.76 -1.30
H -4.19 -2.69 0.10
H -3.83 -1.81 2.11
H -3.74 -0.06 2.34
H -6.29 -1.69 1.92
H -6.24 0.07 1.96
H -5.77 -0.86 3.38
H -5.42 0.80 -0.35
H -4.08 1.37 0.68
H -3.66 2.05 -1.57
H -3.85 0.39 -2.21
H 0.84 2.54 1.08
H 3.74 1.69 1.39
H 5.75 -0.58 1.81
H 6.05 0.94 0.93
H 8.43 -1.37 -0.44
H 8.29 0.20 0.40
H 7.99 -1.31 1.29
H 4.55 -1.89 -0.81
H 2.21 -2.00 -1.62
*
```

Computed properties:
- energy relative to the best compared isomer or geometry (same formula, charge and spin) (kcal per mole) = 67.1
- HOMO level (Eh) = -0.299
- frontier orbital gap (Ha) = 0.3118
- LUMO level (eV) = 0.360
- SMILES string = CCN(CC)CCOC(=O)c1cc2cc(COC)ccc2o1

---

[2]
ORCA calculation (the ωB97M-V functional and the def2-TZVPD basis) on a molecular structure, C17H23NO6.

The geometry in ORCA input format:
```
! RIJCOSX wB97M-V def2-TZVPD def2/J DEFGRID3
* xyz 0 1
C -5.40 -2.74 -0.69
H -5.34 -3.24 0.20
O -4.95 -1.29 -0.70
C -3.84 -1.07 -0.20
C -2.94 -2.14 0.14
C -1.80 -1.61 0.81
C -1.50 -0.30 0.93
C -2.37 0.80 0.17
C -3.65 0.36 -0.25
O -4.49 1.19 -0.65
C -5.80 1.53 0.11
H -6.40 2.24 -0.47
H -6.30 0.23 -0.07
H -5.53 1.66 1.18
O -1.94 2.04 0.21
C -2.79 3.11 0.03
H -2.03 3.85 0.04
H -3.63 3.24 0.64
H -2.95 3.13 -1.19
C -0.12 0.30 1.36
O 0.33 1.36 1.10
O 0.48 -0.69 1.92
C 1.87 -0.39 2.40
H 1.99 -1.26 3.24
H 1.85 0.64 2.60
C 3.10 -0.50 1.29
O 3.88 -1.57 1.32
N 2.98 0.66 0.41
H 2.10 1.11 0.66
C 3.90 0.67 -0.59
C 3.95 -0.38 -1.68
H 3.18 -1.28 -1.49
H 3.76 -0.12 -2.63
C 5.35 -1.14 -1.55
H 5.67 -1.59 -2.43
H 5.49 -1.50 -0.65
C 6.21 0.24 -1.39
H 7.18 0.03 -0.57
H 6.27 0.90 -2.10
C 5.20 1.08 -0.09
H 5.53 0.39 0.94
H 5.41 2.08 0.15
H 3.40 1.55 -1.16
H -1.07 -2.38 1.14
H -3.28 -2.96 0.21
H -6.28 -2.83 -1.25
H -4.66 -3.39 -1.38
*
```

Computed properties:
- energy relative to the best compared isomer or geometry (same formula, charge and spin) (kcal per mole) = 308.5
- HOMO level (Eh) = -0.293
- frontier orbital gap (Ha) = 0.3140
- LUMO level (eV) = 0.571

---

[3]
ORCA calculation (the ωB97M-V functional and the def2-TZVPD basis) on a molecular structure, C17H24ClNPd.

The geometry in ORCA input format:
```
! RIJCOSX wB97M-V def2-TZVPD def2/J DEFGRID3
* xyz 2 5
C 0.24 0.78 -5.24
C 1.60 1.26 -4.99
C -0.01 -0.66 -5.32
C -0.88 1.70 -5.07
Cl 0.00 0.18 -1.78
H -0.03 -0.90 -6.40
H -0.98 -0.94 -4.87
H 0.77 -1.26 -4.83
H 2.00 1.53 -5.99
H 2.25 0.51 -4.53
H 1.62 2.15 -4.35
H -1.11 2.07 -6.08
H -0.63 2.56 -4.42
H -1.77 1.22 -4.65
C 1.44 -1.33 1.98
C 0.92 -2.24 1.03
C 1.23 -1.77 -0.27
H 0.41 -3.18 1.26
C 2.05 -0.59 -0.12
C 2.11 -0.27 1.29
H 2.61 0.58 1.74
H 1.38 -1.44 3.07
H 0.93 -2.21 -1.22
H 2.60 -0.10 -0.92
C -1.95 1.07 1.32
C -2.02 -0.20 1.99
C -2.08 -1.23 1.02
H -2.09 -0.32 3.07
C -2.09 -0.64 -0.27
C -2.09 0.80 -0.10
H -2.28 1.53 -0.88
H -1.87 2.05 1.79
H -2.18 -2.29 1.23
H -2.15 -1.14 -1.22
Pd 0.10 0.44 0.38
C 0.75 -0.07 6.64
C -0.39 0.33 5.68
C 0.08 0.72 4.35
N 0.44 1.14 3.34
H 1.18 -1.04 6.35
H 0.37 -0.16 7.66
H 1.55 0.68 6.63
H -1.10 -0.50 5.59
H -0.94 1.18 6.10
*
```

Computed properties:
- energy relative to the best compared isomer or geometry (same formula, charge and spin) (kcal per mole) = 0.0
- HOMO level (spin up / spin down) (Eh) = -0.502 / -0.541
- frontier orbital gap (spin up / spin down) (Ha) = 0.2151 / 0.2186
- LUMO level (spin up / spin down) (eV) = -7.809 / -8.780